1.
This record from the Open Molecules 2025 dataset describes a 2-piece molecular cluster, C5H5N overall at a distorted geometry. The level of theory is ωB97M-V/def2-TZVPD.

Structure (XYZ):
```
11
Properties=species:S:1:pos:R:3:forces:R:3
C 0.18205 -0.82843 1.01923 -0.101 0.359 -0.072
C 0.65973 0.46013 1.00890 -0.098 -0.555 0.666
C 0.47390 1.25303 -0.13492 -0.811 0.147 -1.095
N -0.27049 0.91742 -1.18129 -0.833 -0.027 1.303
C -1.06122 -0.22618 -0.98674 3.314 -1.401 -0.430
C -0.81535 -1.23134 0.07783 0.058 0.722 -3.208
H 0.45145 -1.53281 1.80721 0.153 0.212 -0.196
H 1.24112 0.85053 1.83887 0.046 0.000 -0.135
H 0.97544 2.21700 -0.21060 0.135 -0.217 -0.050
H -1.71081 -0.44516 -1.85246 -0.122 0.234 0.831
H -0.12581 -1.43418 -1.38602 -1.741 0.528 2.386
```
Positions in Å, forces in eV/Å.

Computed properties:
Highest occupied orbital energy (spin up / spin down): -8.3 / -8.3 eV
Energy relative to the best compared isomer or geometry (same formula, charge and spin): 111.3 kcal/mol
Charge: 0
LUMO (spin up / spin down): -0.45 / -0.45 eV


2.
This record from the Open Molecules 2025 dataset describes a 2-piece molecular cluster, C2H2BF5O2 overall at a distorted geometry. The level of theory is ωB97M-V/def2-TZVPD.

Structure (XYZ):
```
12
Properties=species:S:1:pos:R:3:forces:R:3
B -0.35275 -0.33096 0.65057 1.235 2.510 -0.090
C 0.78541 -0.32396 -2.33325 0.530 -0.510 -1.409
C 0.53991 0.87751 1.47510 0.886 -0.640 -2.161
O -0.40395 -0.22554 -0.74110 -2.003 -0.451 1.787
O -1.01806 -1.12147 1.45936 -1.305 -3.028 0.514
F -0.24656 -0.94718 -3.03383 0.899 1.181 0.446
F 0.72989 0.95057 -2.65536 -0.535 -0.819 -0.086
F 0.78730 0.74300 2.74438 -0.374 -1.004 1.870
F 1.80713 0.91286 0.91593 -0.560 0.079 -0.413
F 0.02267 2.10521 1.35685 -0.475 0.363 -0.638
H -1.25382 -0.61192 -1.06792 0.977 0.241 0.060
H -1.39717 -2.02811 1.22927 0.723 2.079 0.121
```
Positions in Å, forces in eV/Å.

Computed properties:
Highest occupied orbital energy: -10.2 eV
Energy relative to the best compared isomer or geometry (same formula, charge and spin): 14.2 kcal/mol
Charge: 0
LUMO: -0.24 eV